1.
C5H11NO | the ωB97M-V functional and the def2-TZVPD basis

```
18
Properties=species:S:1:pos:R:3:forces:R:3:lowdin_charge:R:1
O -0.154665 -1.537937 -1.120258 2.6015 3.3895 1.3948 0.010
C 0.769039 -0.705279 -0.746766 -0.3186 -5.1427 -2.8509 -0.305
N 1.126416 0.924141 -0.706676 -0.4360 -2.3758 1.4227 0.242
C 0.691530 0.247157 0.430634 2.0629 5.2385 0.2738 -0.374
C -0.692068 0.417545 0.820994 -1.6447 1.8656 -0.8760 -0.441
C -1.493178 0.925669 -0.354846 -0.5916 0.0882 -3.4033 -0.085
C -1.059922 -0.821094 1.511153 -2.1576 0.0510 2.3094 -0.060
H 1.791373 -1.102227 -0.778212 0.0312 -0.0121 -1.1043 0.110
H 3.119656 0.297505 -2.288284 0.3073 -0.1569 -0.0791 0.003
H 1.353662 0.305187 1.307676 0.1638 -0.6568 -0.1368 0.149
H 3.725917 -0.110655 -2.466600 -0.2704 0.1721 0.0598 0.031
H -0.743068 1.371973 1.406747 0.6059 -1.1103 0.5886 0.168
H -2.499673 1.175207 -0.048755 -0.3091 0.0654 0.0984 0.069
H -1.570972 0.201428 -1.249196 -0.0163 1.0192 1.6765 0.105
H -1.032567 1.870337 -0.868169 -0.6630 -1.4659 1.3112 0.116
H -0.257631 -1.070362 2.184653 0.1497 0.1650 1.0294 0.081
H -2.042613 -0.709376 2.072187 1.2081 -0.4905 -0.6458 0.120
H -1.031242 -1.679217 0.893711 -0.7232 -0.6436 -1.0685 0.062
```
Forces are in eV/Å.

Calculated values
E_HOMO = -9.249 eV
Kohn-Sham gap = 6.56 eV
electronic energy = -8893.352 eV
energy relative to the best compared isomer or geometry (same formula, charge and spin) = 805.2 kJ/mol

---

2.
CH6N2O2 | the ωB97M-V functional and the def2-TZVPD basis

```
11
Properties=species:S:1:pos:R:3:forces:R:3:lowdin_charge:R:1
N 0.009248 -1.841736 0.891015 0.8525 0.1668 -0.4142 0.168
C 0.092331 -0.556184 0.467999 -0.8514 0.7401 0.6548 -0.614
N -1.089255 0.189650 0.729304 0.3243 -0.4827 -0.2552 0.128
O 1.057239 -0.083115 -0.111273 -0.2879 -0.5643 -0.3966 0.031
H -0.656303 -2.191283 1.530011 -0.9146 0.0552 0.2901 0.091
H 0.766572 -2.450039 0.679795 0.5972 -0.1329 -0.0146 0.101
H -1.273936 0.415478 1.692317 -0.0026 -0.2342 0.1801 0.088
H -1.138985 1.012016 0.155536 0.2213 0.4238 -0.1190 0.064
O -0.049372 1.904661 -1.796592 -1.2720 -1.0521 0.5143 -0.064
H 0.446474 1.183756 -1.363168 0.3537 0.5084 -0.1842 -0.004
H 0.528504 2.561476 -2.135931 0.9793 0.5718 -0.2555 0.012
```
Forces are in eV/Å.

Calculated values
structure (SMILES) = NC(N)=O.O
E_HOMO = -10.052 eV
Kohn-Sham gap = 10.84 eV
electronic energy = -8210.432 eV
energy relative to the best compared isomer or geometry (same formula, charge and spin) = 42.7 kJ/mol

---

3.
C5H8O2 | the ωB97M-V functional and the def2-TZVPD basis

```
15
Properties=species:S:1:pos:R:3:forces:R:3:lowdin_charge:R:1
C 1.556047 -0.323414 0.024985 0.1527 0.2223 -0.2400 -0.160
C 1.104758 1.004755 -0.644232 0.3115 0.0005 -0.0219 -0.154
O -0.258651 1.307326 -0.415546 -0.1729 -0.0116 0.1221 -0.079
C -1.104667 0.199948 -0.422416 -0.0660 0.0424 -0.1108 -0.268
C -1.754526 -0.116228 0.892459 -0.1206 -0.0376 0.0976 -0.011
C -0.620372 -0.955518 0.394769 -0.0368 -0.1768 0.0006 -0.275
O 0.620691 -0.740816 0.999053 -0.0421 -0.0208 0.0464 -0.076
H 1.690199 -1.108269 -0.736354 -0.0504 0.0948 0.1669 0.123
H 2.509830 -0.179890 0.544440 -0.1930 -0.0511 -0.1394 0.125
H 1.641594 1.857778 -0.224257 0.0536 -0.1256 -0.0288 0.121
H 1.312310 0.975012 -1.722575 -0.0004 -0.0546 0.0829 0.120
H -1.642967 0.035083 -1.354016 0.0565 -0.0166 0.1033 0.150
H -1.502373 0.560710 1.702922 -0.0808 -0.0872 -0.1192 0.124
H -2.753873 -0.539019 0.905330 0.1503 0.0545 -0.0320 0.106
H -0.797993 -1.977453 0.055445 0.0385 0.1675 0.0724 0.153
```
Forces are in eV/Å.

Calculated values
structure (SMILES) = C1CO[C@@H]2C[C@@H]2O1
E_HOMO = -9.557 eV
Kohn-Sham gap = 10.67 eV
electronic energy = -9407.640 eV
energy relative to the best compared isomer or geometry (same formula, charge and spin) = 211.6 kJ/mol

---

4.
C5H16O2 | the ωB97M-V functional and the def2-TZVPD basis

```
23
Properties=species:S:1:pos:R:3:forces:R:3:lowdin_charge:R:1
C 2.722191 0.341585 0.198587 -0.4162 -0.8236 0.5518 -0.099
C 1.609622 -0.051033 -0.784802 0.3176 0.5616 -0.2074 -0.260
C 1.464828 -1.552543 -0.978066 -0.7764 -0.2758 -0.9037 -0.452
C 0.631952 -1.875067 -2.249578 0.0864 2.0552 0.9783 -0.075
C 0.981010 -2.218511 0.308649 -0.0292 0.1854 0.2604 -0.076
H 3.457632 -0.471103 0.174255 0.4485 0.5445 -0.2584 0.072
H 3.146248 1.333430 0.047123 0.1272 -0.2025 -0.2240 0.067
H 2.386294 0.302755 1.239328 -0.2540 0.1496 -0.0752 0.068
H 0.653664 0.357337 -0.498012 -0.5276 0.0878 0.5303 0.102
H 1.760071 0.462735 -1.737493 0.4231 -0.3033 -0.2276 0.103
H 2.429839 -1.968220 -1.239880 0.5554 -0.0460 0.2005 0.119
H 0.559010 -2.941393 -2.319211 -0.2983 -0.4227 -0.6821 0.066
H 1.110183 -1.328791 -3.064112 0.4899 -0.8511 -0.4066 0.069
H -0.320912 -1.327298 -2.274459 -0.3313 -0.7332 0.5583 0.078
H 1.840206 -2.333105 0.964002 -0.0297 -0.2389 0.2634 0.072
H 0.427285 -3.158429 0.258030 0.4534 -0.1962 -0.5528 0.075
H 0.285040 -1.577492 0.828874 -0.2403 0.5103 0.1957 0.071
O -2.979738 3.031216 3.306448 -0.4288 -0.3690 -0.3448 -0.074
H -2.920097 2.532688 2.479455 0.3361 0.1597 0.0479 0.020
H -3.939936 3.012236 3.407538 0.1026 0.2403 0.2982 0.022
O -4.932368 2.835039 0.845807 -0.1625 0.2621 -0.2288 -0.054
H -4.661703 3.238300 0.011913 0.1682 -0.1680 0.0632 0.044
H -5.710322 3.355665 1.075606 -0.0142 -0.1262 0.1633 0.042
```
Forces are in eV/Å.

Calculated values
structure (SMILES) = CCC(C)C.O.O
E_HOMO = -11.025 eV
Kohn-Sham gap = 11.61 eV
electronic energy = -9539.160 eV
energy relative to the best compared isomer or geometry (same formula, charge and spin) = 64.7 kJ/mol

---

5.
C16H10ClNO3S | the ωB97M-V functional and the def2-TZVPD basis

```
32
Properties=species:S:1:pos:R:3:forces:R:3:lowdin_charge:R:1
O -0.119302 -0.090370 0.298445 -0.1588 -0.1289 -0.3018 0.153
C -0.075741 -0.317360 -0.883073 -0.0767 0.2491 0.5877 -0.411
O 0.238492 0.627283 -1.786972 -0.0013 -0.0535 -0.3093 0.015
C 0.538628 1.889386 -1.211369 0.1499 -0.0411 0.1290 -0.096
C 1.612981 1.726856 -0.128608 0.0477 -0.0682 -0.4012 -0.421
O 2.588051 1.036938 -0.325500 -0.1337 0.1167 -0.0387 0.116
C 1.418854 2.459208 1.112059 0.0891 0.4206 0.8039 -0.446
C 2.278229 2.431172 2.184539 -0.2331 -0.0754 -0.6093 -0.081
C 1.848477 3.205740 3.269110 -0.3850 0.2905 0.1451 -0.173
C 0.654248 3.822849 3.016458 0.1629 -0.3027 -0.4970 -1.018
Cl -0.197090 4.852501 4.072675 -0.1255 0.1227 0.1028 0.656
S 0.037554 3.457629 1.445223 0.4422 -0.0777 0.4625 1.069
C -0.345791 -1.632246 -1.527437 -0.1027 -0.5489 -0.2175 -0.169
C 0.200674 -1.927608 -2.796870 -0.0510 -0.1624 -0.0836 0.017
C -0.050160 -3.155459 -3.343736 0.0043 0.1646 0.1435 0.004
C -0.843024 -4.082247 -2.635410 -0.0845 0.2512 0.3598 -0.151
C -1.155687 -5.368092 -3.118507 -0.1047 -0.2273 0.0083 -0.036
C -1.930228 -6.214926 -2.375328 0.1746 0.0260 -0.3043 -0.078
C -2.425228 -5.817349 -1.121187 -0.0496 0.2005 0.2473 -0.075
C -2.142897 -4.577314 -0.622059 -0.0820 -0.2329 -0.0328 -0.006
C -1.344866 -3.679751 -1.364249 0.1379 -0.3597 -0.6001 -0.212
N -1.082443 -2.470390 -0.843569 0.1421 0.6658 0.3602 0.193
H 0.929027 2.502034 -2.027045 -0.0604 -0.0242 0.1297 0.148
H -0.371942 2.336919 -0.800406 0.0894 -0.0757 -0.1369 0.096
H 3.186342 1.856336 2.168547 0.1445 -0.1177 -0.0486 0.126
H 2.382380 3.307818 4.195658 0.0477 0.0517 0.1832 0.110
H 0.805831 -1.190884 -3.298982 0.0383 0.0311 -0.0670 0.117
H 0.349772 -3.429481 -4.310406 0.0445 0.0041 -0.0595 0.118
H -0.772278 -5.669670 -4.083065 0.0206 -0.0486 -0.0793 0.112
H -2.168248 -7.200301 -2.748103 0.0013 -0.0638 -0.0533 0.103
H -3.033947 -6.506210 -0.554335 -0.0473 -0.0248 0.0702 0.103
H -2.509027 -4.249098 0.337539 -0.0410 0.0389 0.1070 0.114
```
Forces are in eV/Å.

Calculated values
structure (SMILES) = O=C(OCC(=O)c1ccc(Cl)s1)c1ccc2ccccc2n1
E_HOMO = -9.000 eV
Kohn-Sham gap = 8.73 eV
electronic energy = -47744.562 eV

---

6.
C24H32NO3 | the ωB97M-V functional and the def2-TZVPD basis

```
60
Properties=species:S:1:pos:R:3:forces:R:3:lowdin_charge:R:1
C -6.472134 -1.569403 -0.570252 0.0423 0.3109 0.0782 -0.058
C -5.709863 -0.736281 0.458462 0.2355 -0.1697 -0.2741 -0.365
C -5.485906 -1.553128 1.728879 -0.0307 0.2958 -0.1452 -0.063
C -4.388371 -0.251942 -0.158973 -0.1961 0.0425 0.5769 -0.312
C -3.556940 0.614749 0.796596 -0.0125 -0.2805 -0.3696 -0.070
C -2.239945 1.071277 0.132030 -0.1464 0.3484 0.2514 -0.386
C -1.529439 2.027841 1.124545 0.0168 -0.1269 -0.2520 -0.101
C -0.301084 2.755566 0.587692 -0.5522 0.3556 0.2487 -0.107
N 0.826154 1.835709 0.278785 -0.0205 -0.0433 -0.3469 0.057
C 1.568725 1.310332 1.459655 0.4669 -0.3730 0.3703 -0.080
C 2.760386 0.521588 0.991548 -0.1269 -0.0889 0.0580 -0.223
C 2.827155 -0.845995 1.191846 -0.0866 0.2741 0.0974 -0.040
C 3.913820 -1.599393 0.751705 0.4253 0.0170 -0.2089 0.035
C 4.921014 -0.928948 0.101216 -0.3378 0.5717 0.0742 -0.195
C 4.861055 0.458371 -0.104050 -0.1951 -0.4908 0.0995 -0.194
C 3.794610 1.202645 0.329536 0.3176 -0.1563 -0.0965 0.048
O 5.973319 0.866089 -0.762059 -0.3316 0.2808 0.1205 0.055
C 6.766534 -0.293166 -0.951486 1.1901 -0.0194 -0.5602 -0.124
O 6.071980 -1.407475 -0.423462 -0.2728 -0.3138 0.1743 0.061
C -1.325212 -0.119845 -0.139788 0.0493 -0.0882 -0.2195 -0.189
C -1.166746 -1.120914 0.818056 0.0271 0.0198 -0.0217 -0.023
C -0.333316 -2.203314 0.598466 0.0036 -0.0459 -0.0316 -0.063
C 0.391428 -2.307945 -0.577438 -0.0550 -0.0060 -0.0399 -0.072
C 0.273957 -1.313563 -1.529444 0.0666 -0.0036 -0.0105 -0.047
C -0.567208 -0.229184 -1.312929 -0.3757 -0.3388 -0.0856 -0.076
C -2.667048 1.817633 -1.143444 -0.1616 -0.4070 -0.0727 -0.103
C -3.576163 0.929105 -2.004766 0.2760 0.2582 -0.2461 -0.177
O -4.713112 0.511219 -1.305986 -0.1591 -0.0106 0.1084 -0.086
H -5.927200 -2.483631 -0.796275 0.0574 -0.1542 -0.0432 0.086
H -7.451898 -1.837296 -0.184959 -0.1067 -0.0796 0.0151 0.082
H -6.600566 -1.002976 -1.487447 -0.0730 -0.0490 -0.1133 0.077
H -6.304383 0.150914 0.695504 0.0353 0.0539 0.0142 0.147
H -4.768902 -2.351721 1.547430 0.0991 -0.1520 0.0122 0.085
H -5.130531 -0.938330 2.551902 0.0629 -0.0004 0.1380 0.071
H -6.424418 -2.005442 2.037093 -0.0566 -0.0809 0.0753 0.083
H -3.789722 -1.129044 -0.464757 -0.1028 0.0125 0.0059 0.163
H -3.364873 0.077945 1.720889 0.0177 0.0039 0.1085 0.104
H -4.150933 1.497724 1.039873 -0.0128 0.0589 0.0670 0.145
H -1.269145 1.472398 2.026661 -0.0383 0.0002 0.1125 0.123
H -2.242455 2.798769 1.421121 0.0162 0.0413 0.0356 0.136
H -0.562739 3.292875 -0.324860 0.1552 -0.0423 0.0008 0.130
H 0.043562 3.485024 1.324332 0.1058 -0.0636 -0.1246 0.138
H 0.427604 1.018094 -0.257252 0.5653 0.5167 0.3074 0.126
H 1.512331 2.306815 -0.320146 -0.2160 -0.1677 0.0141 0.174
H 0.899334 0.678995 2.042917 -0.0597 0.1086 -0.0856 0.129
H 1.881972 2.161540 2.069692 -0.1751 0.0413 -0.1010 0.145
H 2.027618 -1.345801 1.714359 -0.1060 -0.0261 0.0568 0.106
H 3.968997 -2.660790 0.918448 0.0109 -0.1817 0.0310 0.128
H 3.785109 2.272357 0.190941 0.0227 0.2239 -0.0149 0.130
H 6.948541 -0.444418 -2.025143 -0.1422 0.0277 0.2516 0.147
H 7.726938 -0.173079 -0.428684 -0.2875 -0.0230 -0.0417 0.148
H -1.715912 -1.078660 1.744923 -0.0978 0.0161 0.1083 0.119
H -0.259713 -2.975670 1.348702 0.0186 -0.0874 0.0950 0.117
H 1.030016 -3.158246 -0.752758 0.0905 -0.1046 -0.0213 0.115
H 0.822738 -1.380346 -2.456066 0.0712 -0.0139 -0.0989 0.116
H -0.671872 0.493007 -2.109259 -0.0417 0.1086 -0.0456 0.118
H -1.826690 2.156204 -1.749654 0.0536 0.0724 -0.0323 0.108
H -3.240650 2.697743 -0.847128 0.0398 0.0932 0.0108 0.138
H -3.943058 1.490923 -2.866188 0.1228 -0.0673 0.0139 0.137
H -3.014957 0.052716 -2.365928 -0.0848 0.1022 -0.0287 0.128
```
Forces are in eV/Å.

Calculated values
structure (SMILES) = CC(C)[C@@H]1C[C@@](CC[NH2+]Cc2ccc3c(c2)OCO3)(c2ccccc2)CCO1
E_HOMO = -11.129 eV
Kohn-Sham gap = 8.69 eV
electronic energy = -33033.933 eV
net charge = +1
energy relative to the best compared isomer or geometry (same formula, charge and spin) = 49.3 kJ/mol

---

> Which value of Kohn-Sham gap does entry 3 give?

10.67 eV